{"formula": "C22H41NO11Si", "method": "wB97M-V/def2-TZVPD", "species": ["C", "C", "C", "C", "C", "C", "Si", "N", "C", "C", "O", "C", "C", "O", "H", "H", "H", "H", "H", "H", "H", "H", "H", "H", "H", "H", "H", "H", "H", "H", "H", "H", "H", "H", "H", "H", "H", "C", "C", "C", "O", "C", "O", "O", "H", "H", "H", "H", "H", "H", "C", "C", "C", "O", "C", "O", "O", "H", "H", "H", "H", "H", "H", "C", "C", "C", "O", "C", "O", "O", "H", "H", "H", "H", "H", "H"], "xyz": [[1.778, 0.338, 0.695], [1.743, 0.274, -0.830], [1.829, -1.158, -1.370], [1.637, -1.200, -2.883], [1.281, -2.585, -3.477], [1.662, -3.804, -2.598], [0.247, -4.596, -1.662], [-0.293, -6.016, -2.559], [-1.181, -3.413, -1.309], [-2.137, -3.178, -2.484], [-2.212, -1.807, -2.903], [-2.556, -0.927, -1.928], [-3.876, -1.146, -1.238], [-1.849, 0.019, -1.668], [1.387, 1.272, 1.080], [1.183, -0.485, 1.092], [2.797, 0.221, 1.067], [0.833, 0.741, -1.218], [2.596, 0.819, -1.249], [2.826, -1.533, -1.128], [1.127, -1.794, -0.830], [0.835, -0.502, -3.143], [2.542, -0.824, -3.365], [0.223, -2.606, -3.745], [1.810, -2.686, -4.427], [2.019, -4.604, -3.260], [2.490, -3.591, -1.926], [0.764, -5.050, -0.347], [-0.054, -5.932, -3.543], [-1.299, -6.139, -2.492], [-0.762, -2.480, -0.927], [-1.746, -3.844, -0.477], [-1.803, -3.715, -3.373], [-3.134, -3.568, -2.260], [-4.522, -0.305, -1.492], [-4.358, -2.089, -1.477], [-3.691, -1.091, -0.165], [0.980, -3.286, 5.458], [2.017, -3.658, 4.430], [3.312, -2.875, 4.508], [3.744, -2.856, 3.142], [2.648, -2.985, 2.356], [2.628, -2.800, 1.181], [1.570, -3.326, 3.103], [0.637, -2.264, 5.298], [0.113, -3.943, 5.390], [1.396, -3.368, 6.463], [2.214, -4.733, 4.450], [4.068, -3.347, 5.130], [3.153, -1.846, 4.839], [2.590, 5.041, 0.314], [1.512, 4.904, 1.360], [1.669, 5.800, 2.569], [1.067, 5.022, 3.611], [1.154, 3.716, 3.260], [0.917, 2.802, 3.985], [1.553, 3.599, 1.972], [3.551, 4.716, 0.714], [2.367, 4.424, -0.555], [2.671, 6.079, -0.011], [0.523, 5.024, 0.911], [1.155, 6.753, 2.472], [2.717, 5.973, 2.824], [-3.182, 2.980, -0.437], [-3.969, 4.244, -0.673], [-4.704, 4.307, -1.997], [-4.712, 5.711, -2.281], [-3.654, 6.273, -1.647], [-3.266, 7.383, -1.821], [-3.099, 5.385, -0.786], [-2.363, 2.897, -1.150], [-2.750, 2.972, 0.563], [-3.823, 2.105, -0.540], [-4.655, 4.435, 0.157], [-5.723, 3.932, -1.947], [-4.163, 3.791, -2.794]], "smiles": "CCCCCC[Si@H](N)CCOC(C)=O.C[C@@H]1COC(=O)O1.C[C@@H]1COC(=O)O1.C[C@@H]1COC(=O)O1", "e_tot_ha": -2034.850074, "homo_lumo_gap_ha": 0.368}